1.
Entry from the OMol25 dataset: a structure of composition C60H49N14O6PTi in a non-equilibrium geometry (ωB97M-V/def2-TZVPD).

## Properties
E_HOMO	-11.6	eV
LUMO level	-5.9077	eV
total charge	+2
DFT total energy	-128554.302	eV
orbital gap	5.67	eV

Last column: Löwdin charge in e.
Element x y z (Å)
1 Ti -1.24076 0.02273 -1.68536  1.05
2 O -2.68215 1.56308 0.27922  -0.06
3 N -2.24473 0.22899 0.20422  -0.11
4 C -2.65319 -0.43060 1.22651  -0.06
5 C -2.28436 -1.75142 1.65658  -0.21
6 C -2.84539 -2.15962 2.88133  -0.01
7 C -2.52416 -3.37418 3.44418  -0.04
8 C -1.59600 -4.19531 2.81636  -0.02
9 C -1.02794 -3.80141 1.62061  -0.07
10 C -1.35646 -2.59073 1.01481  -0.27
11 P -0.77519 -2.37994 -0.72692  1.17
12 C 0.97943 -2.89436 -0.59849  -0.32
13 C 1.68547 -3.36516 -1.70442  -0.07
14 C 3.03529 -3.65814 -1.60052  -0.05
15 C 3.71048 -3.45582 -0.40748  -0.05
16 C 3.01931 -2.97863 0.69410  -0.06
17 C 1.66685 -2.70815 0.60249  -0.11
18 C -1.78626 -3.84436 -1.18216  -0.37
19 C -1.28618 -5.12068 -1.38722  -0.08
20 C -2.16186 -6.15330 -1.67451  -0.05
21 C -3.52331 -5.91257 -1.77839  -0.06
22 C -4.02407 -4.63576 -1.57578  -0.06
23 C -3.15374 -3.60679 -1.26380  -0.10
24 H -2.15320 2.04674 -0.38704  0.03
25 H -3.30955 0.11584 1.91325  0.16
26 H -3.53043 -1.49471 3.38712  0.12
27 H -2.99083 -3.68586 4.36342  0.12
28 H -1.32422 -5.14259 3.25415  0.12
29 H -0.32619 -4.46098 1.13089  0.12
30 H 1.17252 -3.51380 -2.64078  0.09
31 H 3.56356 -4.04808 -2.45777  0.12
32 H 4.76477 -3.67254 -0.33288  0.11
33 H 3.53304 -2.81648 1.63050  0.12
34 H 1.13764 -2.35324 1.47527  0.10
35 H -0.22313 -5.29851 -1.32993  0.11
36 H -1.78228 -7.15324 -1.81303  0.11
37 H -4.20000 -6.72013 -2.00617  0.11
38 H -5.08557 -4.44964 -1.65207  0.11
39 H -3.51550 -2.59996 -1.07413  0.08
40 C -6.08631 2.98600 -1.93797  -0.05
41 N -5.33454 1.76258 -2.07920  -0.10
42 C -4.01001 1.63262 -2.10735  -0.14
43 N -3.67374 0.35097 -1.97695  0.03
44 C -4.88063 -0.26610 -1.89314  -0.15
45 N -5.89019 0.56238 -1.94191  0.15
46 C -6.30249 3.19005 -0.45353  -0.19
47 C -7.55017 2.97124 0.11271  -0.01
48 C -7.71552 3.04306 1.48791  -0.04
49 C -6.63229 3.28511 2.31077  0.00
50 C -5.37193 3.49299 1.74901  -0.13
51 C -5.21624 3.46615 0.36526  0.02
52 C -4.22713 3.67096 2.61637  -0.28
53 N -4.16732 3.38692 3.88565  0.11
54 N -2.91987 3.62721 4.29440  0.12
55 C -2.24891 4.05794 3.26927  -0.28
56 O -3.02757 4.09968 2.15403  0.13
57 C -0.82663 4.30769 3.18072  -0.13
58 C 0.02436 4.04036 4.25312  0.00
59 C 1.39150 4.10781 4.06436  -0.05
60 C 1.92074 4.35265 2.80201  -0.02
61 C 1.08004 4.62028 1.73057  -0.21
62 C 1.59178 4.73902 0.31632  -0.04
63 N 0.84011 3.85434 -0.55404  -0.08
64 C -0.02247 2.89401 -0.22130  -0.12
65 N -0.53662 2.34268 -1.31768  0.03
66 C 0.08648 3.02235 -2.32077  -0.15
67 N 0.91119 3.93240 -1.88162  0.16
68 C -0.29004 4.67409 1.94948  0.00
69 H -7.03739 2.87522 -2.45892  0.14
70 H -5.51187 3.79952 -2.38636  0.14
71 H -3.33969 2.45006 -2.29248  0.14
72 H -5.01424 -1.32674 -1.83043  0.11
73 H -8.39234 2.73580 -0.51923  0.12
74 H -8.69317 2.89113 1.91611  0.12
75 H -6.73957 3.31688 3.38281  0.12
76 H -4.23699 3.63581 -0.05825  0.11
77 H -0.40307 3.77556 5.20745  0.12
78 H 2.05759 3.92378 4.89311  0.11
79 H 2.98981 4.33782 2.65465  0.12
80 H 2.65169 4.47088 0.25631  0.14
81 H 1.47952 5.75661 -0.07273  0.15
82 H -0.27873 2.63552 0.78792  0.13
83 H -0.09668 2.84915 -3.36368  0.13
84 H -0.95935 4.94605 1.14643  0.13
85 C 10.62692 0.04527 4.55340  -0.06
86 O 10.64420 -0.33107 3.19101  -0.05
87 C 9.55949 -0.17180 2.43839  -0.26
88 C 8.34406 0.37517 2.88373  0.00
89 C 7.26991 0.43572 2.03564  0.00
90 C 7.34851 -0.08798 0.72966  -0.28
91 C 8.57861 -0.60430 0.27588  0.00
92 C 9.66246 -0.62730 1.10861  0.02
93 N 6.26994 -0.22537 -0.08203  0.11
94 N 5.17160 0.27274 0.28826  0.05
95 C 4.03671 0.24378 -0.42741  -0.21
96 C 3.95327 0.33304 -1.82164  0.03
97 C 2.73327 0.30076 -2.46594  0.04
98 C 1.54503 0.16067 -1.74811  -0.30
99 O 0.36803 0.03127 -2.30317  -0.17
100 C 1.58739 0.17718 -0.32320  -0.18
101 N 0.40395 0.11713 0.33341  0.07
102 C 0.43660 0.18327 1.65382  -0.12
103 C 1.60826 0.33182 2.39580  -0.01
104 C 2.81771 0.34784 1.74021  0.03
105 C 2.83188 0.26034 0.34365  -0.09
106 H 11.61628 -0.19200 4.93703  0.10
107 H 9.87687 -0.52090 5.11176  0.10
108 H 10.44275 1.11523 4.67052  0.10
109 H 8.24128 0.73516 3.89500  0.11
110 H 6.32300 0.83126 2.37397  0.10
111 H 8.64380 -0.97360 -0.73527  0.12
112 H 10.61344 -1.01677 0.78341  0.13
113 H 4.86411 0.40717 -2.39257  0.12
114 H 2.67581 0.34535 -3.54343  0.13
115 H -0.51266 0.13333 2.17545  0.12
116 H 1.55039 0.41087 3.46886  0.12
117 H 3.74972 0.43061 2.27482  0.12
118 C -1.73823 -3.78538 -5.71483  0.01
119 N -1.84749 -2.43436 -5.20913  -0.03
120 C -2.27865 -1.40176 -5.96251  0.00
121 C -2.29719 -0.12498 -5.50001  0.05
122 C -1.91251 0.08515 -4.14116  -0.47
123 O -1.77969 1.17057 -3.52414  -0.07
124 N -1.64875 -0.99979 -3.38392  0.05
125 C -1.39061 -2.20914 -3.91426  -0.46
126 O -0.77343 -3.06563 -3.30098  0.01
127 H -2.12924 -3.83524 -6.72610  0.10
128 H -2.29515 -4.46214 -5.06482  0.11
129 H -0.69458 -4.10040 -5.71180  0.11
130 H -2.57851 -1.64290 -6.97197  0.15
131 H -2.57135 0.70094 -6.12929  0.12



2.
Entry from the OMol25 dataset: a cluster of 10 separate species, C60H50N10O20 in total in a non-equilibrium geometry (ωB97M-V/def2-TZVPD).

## Properties
E_HOMO	-9.5	eV
LUMO level	-1.1326	eV
DFT total energy	-118852.875	eV
orbital gap	8.40	eV

Last column: Löwdin charge in e.
Element x y z (Å)
1 O 0.44185 3.80587 0.40562  0.06
2 N 0.14354 4.58532 1.27488  -0.35
3 O -0.73796 4.41196 2.03944  0.11
4 C 0.90819 5.84107 1.28092  -0.13
5 C 0.47651 6.83439 2.19410  -0.01
6 C 1.18026 7.98868 2.29873  -0.07
7 C 2.27463 8.20566 1.44467  -0.05
8 C 2.65251 7.21645 0.53874  -0.05
9 C 1.95798 5.99422 0.42920  0.00
10 H -0.41264 6.61605 2.79668  0.10
11 H 0.95107 8.68796 3.04553  0.09
12 H 2.76483 9.16156 1.48218  0.10
13 H 3.55120 7.37644 -0.06411  0.11
14 H 2.26822 5.17250 -0.18241  0.09
15 O 1.31506 2.03516 -2.56543  0.07
16 N 1.17388 3.24841 -2.63398  -0.35
17 O 1.92012 4.09844 -2.29688  0.10
18 C -0.03968 3.70004 -3.25359  -0.13
19 C -0.44367 5.02899 -3.20362  0.01
20 C -1.57377 5.42450 -3.93338  -0.08
21 C -2.36965 4.53963 -4.61698  -0.07
22 C -2.01409 3.15023 -4.65304  -0.05
23 C -0.84530 2.76202 -3.98693  0.01
24 H 0.13064 5.76233 -2.64991  0.12
25 H -1.84191 6.48718 -3.88078  0.11
26 H -3.20402 4.92330 -5.21814  0.11
27 H -2.71436 2.38505 -5.02133  0.11
28 H -0.61780 1.72712 -4.11468  0.09
29 O 6.36462 -5.44782 4.74457  0.08
30 N 5.26120 -5.56359 4.23315  -0.34
31 O 4.62499 -6.57882 4.14881  0.07
32 C 4.55157 -4.31833 3.68139  -0.11
33 C 5.21490 -3.09578 3.51411  0.01
34 C 4.44058 -2.03865 3.04524  -0.06
35 C 3.08046 -2.18571 2.70882  -0.03
36 C 2.48055 -3.42038 3.03385  -0.07
37 C 3.22336 -4.47058 3.48073  -0.05
38 H 6.26563 -3.00812 3.63915  0.11
39 H 4.83731 -1.09092 2.78031  0.09
40 H 2.56373 -1.23652 2.37800  0.10
41 H 1.45484 -3.62727 2.86950  0.09
42 H 2.70042 -5.37592 3.66512  0.11
43 O 5.03026 -8.71626 1.76276  0.09
44 N 4.75793 -7.84782 0.95750  -0.34
45 O 5.56619 -7.33836 0.17851  0.06
46 C 3.41415 -7.30404 0.90634  -0.18
47 C 3.29447 -6.18899 0.13513  0.02
48 C 2.07498 -5.48370 0.16295  -0.05
49 C 1.02278 -6.03477 0.86278  -0.07
50 C 1.20811 -7.25632 1.56323  -0.07
51 C 2.41967 -7.88209 1.65899  -0.01
52 H 4.18717 -5.77163 -0.22661  0.11
53 H 1.97942 -4.54076 -0.42218  0.10
54 H -0.00319 -5.65686 0.83126  0.11
55 H 0.33053 -7.76442 1.94120  0.10
56 H 2.55220 -8.86072 2.08298  0.12
57 O 4.33984 -2.81835 -1.72891  0.08
58 N 4.12715 -1.73865 -2.24643  -0.33
59 O 4.84017 -0.73395 -2.17061  0.05
60 C 2.91180 -1.58447 -3.05948  -0.15
61 C 1.84349 -2.48186 -2.92542  -0.01
62 C 0.68350 -2.19372 -3.63978  -0.07
63 C 0.59740 -1.02266 -4.40093  -0.07
64 C 1.67389 -0.16570 -4.50365  -0.08
65 C 2.87899 -0.45089 -3.84646  0.00
66 H 1.99025 -3.38332 -2.37840  0.09
67 H -0.20410 -2.80480 -3.52852  0.09
68 H -0.36799 -0.91313 -4.93969  0.12
69 H 1.59466 0.79348 -4.96162  0.09
70 H 3.71684 0.24013 -3.93783  0.13
71 O -2.61725 -3.81268 -3.19107  0.07
72 N -3.53584 -4.27408 -2.54952  -0.33
73 O -4.17638 -3.63296 -1.74207  0.06
74 C -3.86017 -5.72629 -2.62607  -0.13
75 C -2.93933 -6.58620 -3.19390  0.02
76 C -3.25174 -7.97393 -3.16402  -0.06
77 C -4.46136 -8.44787 -2.72990  -0.07
78 C -5.33847 -7.57371 -2.05222  -0.06
79 C -5.06302 -6.20995 -2.05924  -0.01
80 H -1.95784 -6.29761 -3.50225  0.11
81 H -2.51183 -8.59933 -3.51754  0.08
82 H -4.72349 -9.48093 -2.93598  0.11
83 H -6.32563 -7.93518 -1.71474  0.12
84 H -5.71676 -5.39644 -1.69150  0.12
85 O 1.28111 -0.37556 -0.53776  0.05
86 N 0.25181 -1.05048 -0.64932  -0.30
87 O 0.24994 -2.25590 -0.50621  0.07
88 C -1.00311 -0.26214 -0.78982  -0.15
89 C -0.99816 1.01167 -0.35567  -0.04
90 C -2.09324 1.78187 -0.54702  -0.07
91 C -3.18488 1.30309 -1.22224  -0.06
92 C -3.19877 -0.01504 -1.68043  -0.06
93 C -2.08655 -0.80550 -1.52712  -0.02
94 H -0.13583 1.40986 0.15551  0.11
95 H -2.10821 2.82552 -0.18679  0.11
96 H -4.00805 1.96652 -1.42555  0.09
97 H -4.06170 -0.46734 -2.27198  0.14
98 H -2.03871 -1.82593 -1.92798  0.09
99 O -5.73204 3.43443 0.55737  0.08
100 N -4.82060 4.18855 0.22844  -0.33
101 O -4.45867 4.40120 -0.92959  0.05
102 C -4.24146 4.94082 1.34263  -0.16
103 C -3.63057 6.06908 0.96177  -0.02
104 C -3.11033 6.96022 1.91180  -0.08
105 C -3.17884 6.62474 3.22882  -0.11
106 C -3.74394 5.43211 3.63198  -0.07
107 C -4.29629 4.57026 2.71181  0.02
108 H -3.58819 6.35853 -0.09079  0.13
109 H -2.66862 7.94718 1.59487  0.13
110 H -2.88021 7.40509 3.93412  0.12
111 H -3.87939 5.24964 4.72215  0.13
112 H -4.68706 3.58161 2.96635  0.11
113 O 6.68685 4.45995 -0.60176  0.09
114 N 5.78264 4.71299 0.16997  -0.34
115 O 5.54346 5.83042 0.62043  0.05
116 C 4.84015 3.66344 0.56671  -0.17
117 C 4.58060 2.63067 -0.27312  -0.02
118 C 3.85157 1.55459 0.18078  -0.03
119 C 3.19649 1.64995 1.45579  -0.05
120 C 3.35821 2.80184 2.23159  -0.08
121 C 4.24116 3.78218 1.82045  -0.02
122 H 4.97767 2.60067 -1.27862  0.13
123 H 3.59899 0.68487 -0.42897  0.08
124 H 2.48448 0.89757 1.85735  0.10
125 H 2.77484 2.91899 3.15726  0.12
126 H 4.51443 4.56024 2.50353  0.12
127 O -2.78003 1.42871 3.86055  0.06
128 N -2.51469 0.50247 3.10259  -0.33
129 O -1.38521 0.12187 2.81304  0.06
130 C -3.59035 -0.38242 2.65830  -0.16
131 C -3.22948 -1.36482 1.74186  0.01
132 C -4.24339 -2.16583 1.27242  -0.03
133 C -5.57601 -1.86252 1.68478  -0.06
134 C -5.89057 -0.86370 2.58741  -0.06
135 C -4.84719 -0.06987 3.10356  0.01
136 H -2.26020 -1.28643 1.27110  0.10
137 H -4.09003 -2.88633 0.53411  0.06
138 H -6.47140 -2.31719 1.24108  0.11
139 H -6.95312 -0.71929 2.87702  0.12
140 H -4.89053 0.85260 3.63608  0.10



Q: Which of these has the lowest orbital gap?
A: C60H49N14O6PTi



Q: Number 1 is which compound?
A: C60H49N14O6PTi



Q: Which of these has the highest orbital gap?
A: C60H50N10O20



Q: Among the records above, which one has the lowest LUMO level?
A: C60H49N14O6PTi